Model A:
Below is C20H20N2O4 as an isolated structure, with properties calculated with wB97M-V/def2-TZVPD.

Geometry (Å):
C: -8.755 -0.722 -0.653
H: -8.980 -1.266 0.153
H: -9.302 0.211 -0.969
H: -8.746 -1.451 -1.606
O: -7.484 -0.356 -0.694
C: -6.598 -1.156 -0.205
O: -6.839 -2.382 -0.002
C: -5.243 -0.411 -0.188
C: -4.181 -1.216 0.137
C: -2.835 -0.745 0.413
C: -2.756 0.879 0.335
C: -3.896 1.590 -0.086
C: -5.020 0.764 -0.287
H: -5.863 1.666 -0.368
H: -3.664 2.547 -0.197
N: -1.532 1.272 0.625
C: -0.222 0.587 0.872
O: -0.104 -0.477 1.112
C: 0.955 1.915 0.841
H: 0.521 2.595 1.770
C: 1.084 2.436 -0.549
C: 2.196 1.745 -0.858
O: 2.680 1.812 -2.107
N: 2.795 0.989 0.180
C: 3.965 0.251 -0.320
C: 4.747 -0.254 1.063
C: 5.762 -1.313 0.995
C: 6.216 -1.481 -0.249
C: 5.398 -1.317 -1.250
C: 4.423 -0.475 -1.231
H: 3.876 -0.058 -2.254
H: 5.758 -1.696 -2.446
C: 7.386 -2.527 -0.285
H: 8.078 -2.296 -1.015
H: 7.010 -3.607 -0.679
H: 7.859 -2.502 0.706
H: 6.303 -1.385 1.733
H: 4.369 0.126 2.304
C: 2.170 1.202 1.290
H: 1.909 0.331 1.876
H: 2.862 1.742 2.076
H: 0.160 2.461 -0.921
H: 1.337 3.443 -0.337
H: -1.530 2.166 0.401
H: -2.137 -1.268 0.580
H: -4.125 -2.371 0.298

The value obtained for the orbital gap is 8.783 eV. The calculation puts the HOMO energy at -8.55 eV.

These are the Löwdin partial charges, in e, on atoms 1 to 5:
1 C -0.09
2 H 0.05
3 H 0.13
4 H 0.15
5 O -0.05

=====

Model B:
Below is one molecule with the formula C20H20N2O4, with properties calculated with wB97M-V/def2-TZVPD.

Geometry (Å):
C: -7.265 -1.966 -0.377
H: -6.599 -2.239 -1.201
O: -7.479 -0.575 -0.327
C: -6.410 0.237 -0.122
C: -5.104 -0.200 0.040
C: -4.083 0.730 0.245
C: -4.362 2.092 0.289
C: -5.669 2.520 0.126
C: -6.684 1.608 -0.078
H: -7.706 1.928 -0.206
H: -5.897 3.574 0.158
H: -3.564 2.799 0.450
C: -2.731 0.243 0.413
N: -2.367 -1.002 0.387
C: -1.013 -0.989 0.592
C: -0.079 -2.014 0.680
C: 1.235 -1.657 0.893
C: 1.629 -0.318 1.024
C: 0.703 0.715 0.966
C: -0.610 0.357 0.739
O: -1.716 1.128 0.620
H: 1.004 1.742 1.099
C: 3.050 0.025 1.352
O: 3.331 0.634 2.367
N: 3.994 -0.413 0.483
C: 3.719 -0.927 -0.843
H: 3.811 -2.022 -0.849
C: 4.691 -0.317 -1.864
C: 5.057 1.101 -1.434
H: 5.652 1.598 -2.201
H: 4.144 1.679 -1.285
C: 5.867 1.071 -0.124
C: 5.382 -0.111 0.746
H: 5.984 -1.000 0.525
H: 5.481 0.125 1.806
O: 7.252 1.000 -0.357
H: 7.445 0.200 -0.860
H: 5.729 2.012 0.416
H: 4.221 -0.309 -2.848
H: 5.595 -0.925 -1.939
H: 2.691 -0.673 -1.109
H: 1.987 -2.427 0.981
H: -0.382 -3.044 0.588
H: -4.832 -1.242 0.016
H: -8.246 -2.408 -0.542
H: -6.851 -2.341 0.564

The value obtained for the orbital gap is 8.417 eV. As for the SMILES: COc1cccc(-c2nc3ccc(C(=O)N4CCC[C@H](O)C4)cc3o2)c1. The calculation puts the HOMO energy at -8.39 eV.

These are the Löwdin partial charges, in e, on atoms 1 to 5:
1 C -0.08
2 H 0.10
3 O -0.08
4 C -0.27
5 C 0.04

=====

Most stable = model B

=====

Model A:
Below is a 3-piece molecular cluster, C2H9OS overall, with properties calculated with wB97M-V/def2-TZVPD.

Geometry (Å):
O: -1.234 1.213 -0.521
H: -1.231 2.137 -0.790
H: -4.043 2.922 -0.977
H: -1.912 0.761 -1.036
C: 2.127 -2.024 0.521
C: 1.366 -0.758 0.459
S: 0.562 -0.185 1.726
H: 3.047 -1.957 -0.063
H: 2.392 -2.327 1.519
H: 1.510 -2.790 0.043
H: -3.868 2.405 -1.499
H: 1.285 -0.289 -0.512
H: -0.003 0.892 1.129

The charge is +1. The value obtained for the orbital gap is 9.935 eV. The calculation puts the HOMO energy at -16.02 eV.

These are the Löwdin partial charges, in e, on atoms 1 to 5:
1 O -0.09
2 H 0.05
3 H 0.04
4 H 0.05
5 C -0.10

=====

Model B:
Below is a 2-piece molecular cluster, C2H9OS overall, with properties calculated with wB97M-V/def2-TZVPD.

Geometry (Å):
O: 1.926 -0.068 0.732
H: 2.010 -0.957 1.088
H: 2.843 0.228 0.552
H: 0.404 1.406 -0.074
C: -0.170 -0.039 -1.657
S: -0.847 0.953 -0.265
C: -1.383 -0.044 1.174
H: 0.906 -0.131 -1.627
H: -0.616 -1.027 -1.510
H: -0.555 0.312 -2.610
H: -0.581 -0.522 1.724
H: -2.021 -0.755 0.649
H: -1.916 0.643 1.824

The charge is +1. The value obtained for the orbital gap is 12.621 eV. The calculation puts the HOMO energy at -16.15 eV.

These are the Löwdin partial charges, in e, on atoms 1 to 5:
1 O -0.08
2 H 0.06
3 H 0.08
4 H 0.00
5 C -0.25

=====

Model C:
Below is a 2-piece molecular cluster, C2H9OS overall, with properties calculated with wB97M-V/def2-TZVPD.

Geometry (Å):
O: 2.383 0.499 -0.827
H: 2.814 -0.017 -1.512
H: 3.185 0.855 -0.397
H: 0.841 0.003 0.166
C: -0.873 -1.676 0.347
S: -0.274 -0.056 0.958
C: -1.170 1.320 0.283
H: -0.177 -2.445 0.664
H: -1.912 -1.792 0.633
H: -0.829 -1.613 -0.741
H: -0.448 2.133 0.202
H: -1.969 1.663 0.935
H: -1.571 1.128 -0.712

The charge is +1. The value obtained for the orbital gap is 12.815 eV. The calculation puts the HOMO energy at -16.13 eV.

These are the Löwdin partial charges, in e, on atoms 1 to 5:
1 O -0.07
2 H 0.06
3 H 0.08
4 H -0.02
5 C -0.24

=====

Most stable = model C

=====

Model A:
Below is C3H8N3O as an isolated structure, with properties calculated with wB97M-V/def2-TZVPD.

Geometry (Å):
C: 1.059 0.301 -0.567
C: -0.894 1.356 0.086
C: -1.042 -0.586 0.123
N: 0.313 -0.784 -0.466
N: 2.366 0.241 -0.830
N: -1.249 -1.294 1.303
O: 0.476 1.429 -0.252
H: -1.494 1.992 -0.652
H: -1.137 1.698 1.107
H: -1.843 -0.788 -0.681
H: 0.511 -1.705 -0.743
H: 2.831 -0.502 -1.321
H: 2.833 1.174 -0.750
H: -2.272 -1.244 1.653
H: -0.459 -1.288 1.989

The charge is +1. The value obtained for the orbital gap is 10.307 eV. The calculation puts the HOMO energy at -13.34 eV.

These are the Löwdin partial charges, in e, on atoms 1 to 5:
1 C -0.40
2 C 0.02
3 C -0.25
4 N 0.15
5 N 0.24

=====

Model B:
Below is an isolated ion of composition C3H8N3O and charge +1, with properties calculated with wB97M-V/def2-TZVPD.

Geometry (Å):
C: -0.934 1.213 0.001
C: -1.895 0.511 0.589
C: 1.225 0.198 -0.596
N: -0.148 0.376 -0.845
N: 1.449 -0.640 0.677
N: -0.851 -1.016 -0.717
O: -1.841 -0.824 0.291
H: -0.744 2.265 0.017
H: -2.686 0.806 1.248
H: 1.717 1.168 -0.494
H: 1.669 -0.368 -1.418
H: 1.209 -0.107 1.522
H: 2.406 -0.999 0.748
H: -1.353 -1.155 -1.600
H: 0.779 -1.426 0.574

The charge is +1. The value obtained for the orbital gap is 9.073 eV. As for the SMILES: [NH3+]CN1C=CON1. The calculation puts the HOMO energy at -12.61 eV.

These are the Löwdin partial charges, in e, on atoms 1 to 5:
1 C -0.08
2 C -0.09
3 C -0.14
4 N -0.09
5 N 0.21

=====

Most stable = model A

=====

Model A:
Below is an isolated ion of composition C3H8N3O and charge +1, with properties calculated with wB97M-V/def2-TZVPD.

Geometry (Å):
C: 1.977 0.067 0.642
C: -0.217 -0.127 -0.284
C: -1.467 -0.151 0.643
N: 0.866 0.700 0.341
N: 1.797 -1.163 0.209
N: -0.382 0.432 -1.525
O: 0.516 -1.377 -0.254
H: 2.756 0.758 0.886
H: -2.272 -0.831 0.225
H: -2.007 0.829 0.624
H: -0.921 -0.246 1.640
H: 0.539 1.705 0.482
H: 2.317 -2.011 0.271
H: 0.378 0.072 -2.093
H: -1.249 0.538 -1.974

The charge is +1. The value obtained for the orbital gap is 10.832 eV. As for the SMILES: C[C@@]1(N)NC=[NH+]O1. The calculation puts the HOMO energy at -14.52 eV.

These are the Löwdin partial charges, in e, on atoms 1 to 5:
1 C -0.01
2 C -0.58
3 C 0.03
4 N 0.12
5 N 0.11

=====

Model B:
Below is an isolated ion of composition C3H8N3O and charge +1, with properties calculated with wB97M-V/def2-TZVPD.

Geometry (Å):
C: -0.525 -0.786 0.029
C: 1.654 -0.042 0.082
C: 0.693 1.141 -0.115
N: 0.765 -1.204 -0.044
N: -0.630 0.540 0.132
N: -1.676 -1.456 0.043
O: -1.727 1.303 -0.057
H: 2.574 0.148 -0.608
H: 1.983 -0.152 1.056
H: 1.004 2.082 0.530
H: 0.809 1.595 -1.108
H: 1.257 -2.011 -0.407
H: -1.819 -2.252 -0.483
H: -2.493 -0.880 0.301
H: -1.869 1.974 0.648

The charge is +1. The value obtained for the orbital gap is 11.109 eV. As for the SMILES: [NH2+]=C1NCCN1O. The calculation puts the HOMO energy at -14.12 eV.

These are the Löwdin partial charges, in e, on atoms 1 to 5:
1 C -0.30
2 C -0.12
3 C -0.08
4 N 0.12
5 N -0.11

=====

Most stable = model B

=====

Model A:
Below is one molecule with the formula C2H5ClN2, with properties calculated with wB97M-V/def2-TZVPD.

Geometry (Å):
C: 0.527 -1.139 0.164
C: -0.513 -0.089 -0.275
N: 0.192 1.972 -0.284
N: -0.191 1.073 0.517
Cl: -2.226 -0.566 -0.008
H: 1.378 -0.611 0.273
H: 0.696 -2.066 -0.503
H: 0.144 -1.567 1.169
H: -0.529 0.235 -1.334
H: 0.522 2.758 0.281

The value obtained for the orbital gap is 10.380 eV. As for the SMILES: [H]/N=N/[C@@H](C)Cl. The calculation puts the HOMO energy at -10.12 eV.

These are the Löwdin partial charges, in e, on atoms 1 to 5:
1 C -0.11
2 C -0.82
3 N 0.08
4 N -0.09
5 Cl 0.56

=====

Model B:
Below is a 2-piece molecular cluster, C2H5ClN2 overall, with properties calculated with wB97M-V/def2-TZVPD.

Geometry (Å):
C: 0.567 -1.523 0.855
C: 1.132 0.428 -0.325
N: -1.640 0.819 0.210
N: 0.263 -0.571 0.212
Cl: -2.646 -0.378 -0.152
H: 0.036 -2.338 1.389
H: 0.545 1.255 -0.745
H: 1.770 0.601 0.476
H: 1.733 0.128 -1.130
H: -1.761 1.579 -0.790

The value obtained for the orbital gap (spin up / spin down) is 6.757 / 9.394 eV. The calculation puts the HOMO energy (spin up / spin down) at -7.13 / -9.18 eV.

These are the Löwdin partial charges, in e, on atoms 1 to 5:
1 C 0.03
2 C -0.12
3 N -0.57
4 N -0.16
5 Cl 0.48

=====

Most stable = model A

=====

Model A:
Below is C2H4FNO as an isolated structure, with properties calculated with wB97M-V/def2-TZVPD.

Geometry (Å):
C: -0.467 0.345 0.452
C: -1.292 -0.207 -0.479
N: 1.000 -0.810 0.485
O: 1.799 -0.643 -0.311
F: 2.747 0.829 -0.095
H: 0.121 1.217 0.189
H: -0.702 0.234 1.500
H: -2.032 -0.942 -0.206
H: -1.173 -0.024 -1.534

The value obtained for the orbital gap (spin up / spin down) is 8.583 / 8.314 eV. The calculation puts the HOMO energy (spin up / spin down) at -10.25 / -10.00 eV.

These are the Löwdin partial charges, in e, on atoms 1 to 5:
1 C -0.17
2 C 0.03
3 N 0.14
4 O 0.05
5 F -0.37

=====

Model B:
Below is one molecule with the formula C2H4FNO, with properties calculated with wB97M-V/def2-TZVPD.

Geometry (Å):
C: -0.894 -0.218 0.007
C: 0.696 0.147 -0.303
N: -1.900 0.337 -0.451
O: 1.304 -1.047 -0.254
F: -0.921 -1.370 0.697
H: 0.934 0.736 0.528
H: 0.787 0.800 -1.256
H: -2.828 -0.005 -0.325
H: 1.372 -1.421 -1.088

The value obtained for the orbital gap is 10.992 eV. As for the SMILES: [H]/N=C(\F)CO. The calculation puts the HOMO energy at -10.17 eV.

These are the Löwdin partial charges, in e, on atoms 1 to 5:
1 C -0.38
2 C -0.19
3 N 0.16
4 O -0.01
5 F 0.06

=====

Most stable = model B